(1)
25
Properties=species:S:1:pos:R:3:forces:R:3:nbo_charge:R:1 method="wB97M-V/def2-TZVPD" homo_lumo_gap_ev=10.35 molar_mass_g_mol=158.20 e_homo_ev=-9.5 multiplicity=1 smiles=CC1(C)C[C@@H]2CCO[C@H]2OO1
C 2.529 0.689 -1.314 0.14 -0.55 -0.53 -0.6013
C 1.427 0.509 -0.288 0.48 0.38 0.46 0.2245
C 1.989 0.750 1.088 -0.41 0.95 1.21 -0.6391
C 0.673 -0.799 -0.464 -1.47 -0.18 -2.04 -0.4170
C -0.668 -0.583 0.196 -2.95 -0.60 0.41 -0.2536
C -1.940 -1.534 0.165 -0.10 0.47 2.39 -0.4319
C -3.046 -0.588 0.770 -0.12 0.72 -2.04 -0.0609
O -2.726 0.762 0.302 1.18 -0.60 0.02 -0.5240
C -1.447 0.700 -0.306 0.51 -2.23 -0.05 0.3705
O -0.706 1.768 0.101 2.30 1.58 -0.35 -0.2648
O 0.636 1.631 -0.628 -2.64 0.90 -0.24 -0.2878
H 3.379 0.052 -1.051 -0.22 -0.22 -0.29 0.2163
H 2.138 0.484 -2.332 0.43 0.05 0.58 0.2202
H 2.909 1.696 -1.271 0.00 0.48 -0.05 0.2275
H 2.837 0.164 1.276 1.29 -1.19 0.11 0.2071
H 1.314 0.551 1.933 -0.11 0.16 -0.45 0.2168
H 2.357 1.789 1.205 -0.47 -0.39 -0.30 0.2291
H 1.177 -1.673 -0.052 0.19 0.14 -0.04 0.2266
H 0.483 -0.961 -1.580 0.51 0.07 1.26 0.2080
H -0.414 -0.514 1.269 -0.60 0.56 -0.23 0.2059
H -1.867 -2.351 0.918 0.17 0.09 -0.96 0.2148
H -2.323 -1.865 -0.772 0.36 -0.46 -0.92 0.2124
H -3.009 -0.578 1.829 -0.03 -0.07 1.13 0.1723
H -4.110 -0.728 0.418 1.22 -0.43 0.40 0.1926
H -1.591 0.629 -1.414 0.35 0.36 0.50 0.1358

=====

(2)
9
Properties=species:S:1:pos:R:3:forces:R:3:nbo_charge:R:1 method="wB97M-V/def2-TZVPD" homo_lumo_gap_ev="6.30 / 6.30" molar_mass_g_mol=87.06 total_charge=-1 e_homo_ev="-2.0 / -2.0" multiplicity=1
C 1.532 1.073 -1.747 -0.08 -1.00 -1.56 0.5975
C -0.921 -0.852 1.009 0.84 0.49 1.25 -0.2674
N 0.710 0.952 -0.872 0.14 -0.21 1.22 -0.3340
N 0.348 1.129 0.370 -1.11 0.33 0.95 -0.2662
O 1.810 0.953 -2.928 0.44 0.55 0.04 -0.7005
O 0.362 -0.180 1.086 -0.15 -1.32 -1.11 -0.4958
H -1.372 -1.053 0.056 0.33 0.34 -1.12 0.1537
H -1.556 -0.150 1.535 -0.86 -0.27 0.27 0.1621
H -0.913 -1.872 1.490 0.46 1.10 0.07 0.1505

=====

(3)
21
Properties=species:S:1:pos:R:3:forces:R:3:nbo_charge:R:1 method="wB97M-V/def2-TZVPD" homo_lumo_gap_ev=11.18 molar_mass_g_mol=108.16 total_charge=+1 e_homo_ev=-14.7 multiplicity=1
C 0.283 -1.556 0.122 0.60 0.97 3.45 -0.6646
C -0.341 -0.558 -0.737 -2.43 1.99 -2.20 -0.0309
C 0.409 0.679 -1.404 1.19 -3.42 -2.87 0.0795
C 1.926 0.553 -1.059 0.21 -0.46 -0.58 -0.6547
O -0.102 1.932 -1.098 0.71 0.54 1.06 -0.7223
N -1.510 0.141 0.003 -2.31 -2.80 -0.18 -0.6808
H 1.012 -2.254 -0.192 0.66 -0.31 -1.10 0.2755
H 0.682 -1.064 1.022 0.81 0.26 -0.34 0.2102
H -0.427 -2.108 0.690 -1.29 -0.99 -0.28 0.2453
H -0.897 -1.091 -1.529 0.38 0.32 0.09 0.2273
H 0.229 0.623 -2.525 0.41 -0.71 1.12 0.1814
H 2.540 -0.507 -1.056 -1.80 2.86 -0.88 0.2632
H 2.385 1.460 -1.562 0.30 -1.53 0.54 0.2275
H 1.825 0.754 -0.025 0.76 0.56 1.45 0.2033
H 0.651 2.479 -1.394 -0.84 0.57 0.37 0.4989
H -1.270 0.788 0.698 1.05 1.90 0.85 0.4346
H -2.221 0.544 -0.641 0.94 0.08 0.34 0.4562
H -2.064 -0.529 0.592 0.59 0.07 -0.77 0.4451
H -0.344 -0.200 2.995 2.25 1.08 -0.72 0.4599
H -1.640 0.363 3.693 1.24 -1.30 -0.42 0.4894
O -1.126 -0.447 3.409 -3.46 0.32 1.06 -0.9439

=====

(4)
62
Properties=species:S:1:pos:R:3:forces:R:3:nbo_charge:R:1 method="wB97M-V/def2-TZVPD" homo_lumo_gap_ev=8.72 molar_mass_g_mol=1579.97 total_charge=+1 e_homo_ev=-12.0 multiplicity=1
O 2.690 -0.981 -4.097 0.26 -0.01 0.02 -0.4780
C 3.369 -0.015 -4.216 -0.49 -0.36 0.18 0.7904
O 4.178 0.200 -5.312 0.67 0.46 0.68 -0.7432
C 3.329 1.081 -3.163 0.29 0.28 -0.49 -0.5987
C 4.529 1.951 -3.023 -0.05 0.00 -0.10 0.4904
N 4.824 2.633 -1.920 -0.35 0.42 -0.19 -0.4648
C 5.936 3.324 -2.180 0.31 0.11 -0.07 0.5371
N 6.611 4.134 -1.371 -0.17 -0.08 -0.02 -0.5873
Cl 6.072 4.392 0.199 0.03 0.04 0.06 0.2669
N 6.319 3.052 -3.434 -0.38 -0.11 0.16 0.1798
F 7.369 3.496 -4.119 0.02 -0.05 -0.05 -0.1070
N 5.430 2.173 -3.979 0.40 0.23 -0.21 -0.3543
H 4.748 -0.576 -5.416 -0.45 -0.26 -0.43 0.5183
H 2.480 1.736 -3.393 -0.03 -0.07 0.08 0.2999
H 3.124 0.622 -2.198 -0.04 -0.02 -0.05 0.3133
H 7.464 4.590 -1.659 0.00 0.01 0.06 0.4446
H 5.529 1.831 -4.928 -0.23 -0.15 -0.01 0.4853
C 0.567 0.942 -0.146 -0.09 -0.15 0.05 -0.2301
Cl -0.822 1.394 -1.135 0.02 -0.01 -0.03 0.0668
Cl 1.178 -0.636 -0.667 0.03 -0.05 -0.08 0.0515
Cl 1.857 2.144 -0.360 -0.03 0.13 0.18 0.0245
Cl 0.103 0.853 1.545 0.12 0.09 -0.22 0.0878
C 0.746 -3.743 -5.692 0.00 0.03 0.05 -0.2244
Cl 0.552 -3.502 -3.956 0.09 0.00 -0.06 0.0615
Cl 0.243 -5.376 -6.118 -0.01 -0.01 -0.01 0.0711
Cl -0.247 -2.570 -6.562 -0.01 0.02 0.00 0.0557
Cl 2.445 -3.516 -6.141 0.01 -0.10 -0.07 0.0348
C -2.694 -3.703 -2.121 -0.01 -0.01 0.10 -0.2277
Cl -1.535 -4.936 -1.612 -0.03 -0.06 0.05 0.0551
Cl -3.115 -3.953 -3.815 -0.01 0.05 0.02 0.0650
Cl -4.134 -3.797 -1.112 -0.09 -0.10 -0.05 0.0702
Cl -1.968 -2.104 -1.902 0.05 0.11 -0.07 0.0363
C 0.834 1.338 5.532 0.02 -0.03 0.00 -0.2266
Cl 1.277 3.027 5.780 0.01 0.01 -0.01 0.0616
Cl 0.484 0.579 7.081 0.00 -0.03 0.00 0.0767
Cl -0.599 1.254 4.497 -0.13 0.01 0.24 0.0545
Cl 2.169 0.485 4.743 0.02 0.01 -0.02 0.0471
C -5.116 -3.409 3.127 0.01 0.02 0.04 -0.2273
Cl -4.199 -4.470 4.191 -0.33 -0.22 -0.01 0.0686
Cl -3.979 -2.380 2.240 0.00 0.08 -0.06 0.0423
Cl -6.065 -4.366 1.978 0.06 0.01 0.02 0.0531
Cl -6.203 -2.398 4.073 0.17 -0.10 0.16 0.0701
C -9.193 0.548 2.512 -0.04 0.03 -0.04 -0.2280
Cl -10.625 0.763 1.503 -0.01 0.00 0.00 0.0607
Cl -8.467 -1.029 2.196 -0.16 0.10 -0.12 0.0576
Cl -8.026 1.821 2.149 0.16 -0.19 -0.11 0.0560
Cl -9.653 0.650 4.216 0.00 0.00 0.02 0.0522
C -8.992 5.788 2.108 -0.02 -0.01 -0.02 -0.2287
Cl -9.890 7.271 2.431 0.00 0.01 0.00 0.0636
Cl -7.261 6.146 2.053 0.02 0.00 0.00 0.0466
Cl -9.303 4.611 3.383 -0.12 0.18 0.14 0.0628
Cl -9.500 5.115 0.556 0.00 -0.01 -0.01 0.0559
C 7.110 -0.577 0.174 0.08 -0.08 -0.02 -0.2272
Cl 6.730 -0.426 1.882 -0.01 0.01 0.01 0.0851
Cl 6.684 -2.184 -0.404 -0.01 0.01 -0.01 0.0759
Cl 6.161 0.637 -0.733 0.17 -0.37 0.33 -0.0064
Cl 8.826 -0.274 -0.095 -0.01 0.01 -0.01 0.0664
C -0.077 -3.931 5.365 0.01 0.02 0.00 -0.2282
Cl -0.374 -3.611 7.075 0.01 0.01 0.02 0.0608
Cl -0.177 -5.668 5.064 0.00 -0.01 0.00 0.0586
Cl -1.291 -3.101 4.392 0.28 0.16 0.00 0.0597
Cl 1.536 -3.349 4.930 0.01 0.01 0.00 0.0456